Entry 1:
Entry from OMol25: a structure of composition C27H46AsN3O5SiW in a non-equilibrium geometry (ωB97M-V/def2-TZVPD).

Results
**Frontier orbital gap**: 7.03 eV
**Energy above the lowest of the compared OMol25 structures with the same formula, charge and spin**: 0.000 eV
**Charge**: +2
**E_HOMO**: -14.22 eV

XYZ file:
```
84
C27H46AsN3O5SiW ωB97M-V/def2-TZVPD
W 0.2325 -1.1542 -0.0985
O -2.3683 -3.9650 1.2558
C -1.4276 -3.1991 1.1645
N -0.8539 -2.7966 -0.0370
C -1.3957 -3.4484 -1.2230
C -0.7441 -2.8262 -2.4212
C -0.9840 -3.2292 -3.7210
C -0.2975 -2.6306 -4.7719
C 0.6349 -1.6406 -4.4694
C 0.8425 -1.2885 -3.1570
N 0.1607 -1.8459 -2.1075
C -0.7027 -2.5786 2.2825
C -0.9873 -2.8426 3.6176
C -0.1742 -2.3202 4.6029
C 0.9367 -1.5544 4.2069
C 1.1324 -1.2736 2.8826
N 0.3271 -1.7439 1.8823
H -2.4935 -3.3743 -1.2507
H -1.1722 -4.5242 -1.1722
H -1.6977 -4.0146 -3.9134
H -0.4761 -2.9309 -5.7897
H 1.1961 -1.1592 -5.2545
H 1.5944 -0.5436 -2.8972
H -1.8372 -3.4712 3.8361
H -0.3657 -2.5008 5.6462
H 1.6401 -1.1924 4.9391
H 1.9669 -0.6510 2.5679
C -1.4402 1.1233 -3.0559
C -0.7736 2.4015 -2.5346
C -1.1474 3.6059 -3.3931
C 0.7439 2.2204 -2.4647
O -1.3059 2.6505 -1.2378
Si -0.8784 2.1245 0.2097
O -0.2594 0.5327 -0.0014
O 0.3628 2.9676 0.7691
C 1.2244 2.7681 1.8921
C 1.6612 4.1502 2.3651
C 2.4224 1.9484 1.3941
C 0.4876 2.0077 2.9867
O -2.0908 2.0279 1.2392
C -3.3584 1.3497 1.2461
C -3.8594 1.1258 -0.1760
C -4.3090 2.2471 2.0362
C -3.1149 -0.0043 1.9224
H -1.0311 0.8452 -4.0231
H -2.5092 1.2816 -3.1618
H -1.2872 0.3063 -2.3287
H -0.8162 3.4678 -4.4179
H -0.6922 4.5049 -2.9867
H -2.2261 3.7355 -3.3777
H 1.1377 2.0458 -3.4610
H 0.9946 1.3698 -1.8086
H 1.1996 3.1192 -2.0566
H 2.1654 4.6738 1.5580
H 2.3272 4.0753 3.2199
H 0.7903 4.7354 2.6470
H 3.0009 2.5309 0.6823
H 2.0423 1.0398 0.8865
H 3.0646 1.6731 2.2270
H -0.3996 2.5629 3.2705
H 1.1177 1.8721 3.8600
H 0.1671 1.0331 2.6087
H -3.8316 2.0600 -0.7290
H -4.8794 0.7531 -0.1593
H -3.2215 0.3979 -0.6863
H -4.4138 3.1973 1.5176
H -3.9008 2.4384 3.0251
H -5.2893 1.7899 2.1404
H -2.3054 -0.5297 1.3740
H -4.0121 -0.6178 1.9068
H -2.8089 0.1367 2.9556
C 3.8726 -2.1124 1.3221
As 2.7089 -1.6706 -0.2303
C 3.2149 -3.2698 -1.2810
C 3.9479 -0.3386 -1.0632
H 4.8030 -2.5620 0.9475
H 3.3785 -2.8362 1.9764
H 4.1311 -1.2175 1.8955
H 4.3020 -3.3049 -1.4211
H 2.7298 -3.2996 -2.2596
H 2.9098 -4.1515 -0.7073
H 4.1572 -0.6141 -2.1001
H 4.8948 -0.3290 -0.5145
H 3.5177 0.6647 -1.0409
```

=====

Entry 2:
Entry from OMol25: a structure of composition C27H46BrCaNOP2S in a non-equilibrium geometry (ωB97M-V/def2-TZVPD).

Results
**Frontier orbital gap (alpha / beta)**: 5.32 / 3.12 eV
**Energy above the lowest of the compared OMol25 structures with the same formula, charge and spin**: 3.031 eV
**Charge**: +2
**E_HOMO (alpha / beta)**: -12.45 / -12.49 eV

XYZ file:
```
80
C27H46BrCaNOP2S ωB97M-V/def2-TZVPD
N 7.5619 -0.6777 -8.6008
C 8.0048 -1.0063 -7.3831
C 7.2307 -0.8049 -6.2341
C 5.9361 -0.2785 -6.3644
C 5.4742 0.0381 -7.6595
C 6.3388 -0.1597 -8.7480
C 5.1054 -0.1053 -5.1907
Ca -0.0445 -0.7443 0.3234
P -4.8280 -3.9663 0.9951
C 3.8401 -0.5847 -5.1252
C 2.9891 -0.4543 -3.9375
C 1.6443 -0.8627 -4.0011
C 0.7999 -0.7388 -2.8720
C 1.2694 -0.1615 -1.6948
C 2.6038 0.2097 -1.6028
C 3.4805 0.0846 -2.7185
Br -1.9578 -0.1476 2.0602
H 5.5579 0.3868 -4.3299
H 3.3962 -1.1193 -5.9815
H 7.6147 -1.1034 -5.2648
H 4.4779 0.4302 -7.8213
H 9.0086 -1.4344 -7.3063
H 6.0204 0.1102 -9.7608
H 1.2978 -1.2819 -4.9410
H 4.5179 0.3756 -2.6501
H -0.2271 -1.1266 -2.9739
H 3.0428 0.5985 -0.6755
P -1.3477 1.4078 -1.2108
C -3.1310 -4.7006 1.0016
C -3.1575 -6.2276 0.9801
H -2.6462 -4.3307 1.9142
H -2.5728 -4.3142 0.1374
H -2.2276 -6.6159 1.4070
H -3.9923 -6.6228 1.5711
H -3.2514 -6.6175 -0.0389
C -4.9180 -3.5272 -0.8016
C -6.3413 -3.4238 -1.3433
H -4.3741 -4.3215 -1.3308
H -4.3750 -2.5842 -0.9533
H -6.3278 -3.5368 -2.4324
H -6.9894 -4.2048 -0.9292
H -6.7914 -2.4516 -1.1151
C -4.4562 -2.3151 1.7328
C -4.9188 -2.1876 3.1816
H -4.9331 -1.5575 1.0972
H -3.3734 -2.1263 1.6797
H -5.0382 -1.1290 3.4338
H -5.8801 -2.6921 3.3317
H -4.1942 -2.6179 3.8812
C -2.2477 2.6269 -0.1532
C -2.2591 4.1059 -0.5246
H -1.8099 2.4879 0.8498
H -3.2819 2.2618 -0.0831
H -1.2667 4.5664 -0.4551
H -2.6726 4.3126 -1.5180
H -2.9000 4.6334 0.1911
C -2.7365 0.6504 -2.1767
C -2.6648 0.6057 -3.7042
H -3.6554 1.1577 -1.8538
H -2.7982 -0.3773 -1.7763
H -3.1111 1.4855 -4.1853
H -1.6402 0.4827 -4.0725
H -3.2506 -0.2579 -4.0437
C -0.4556 2.4269 -2.4380
C 0.7964 3.1022 -1.8905
H -1.1420 3.1682 -2.8683
H -0.1954 1.7523 -3.2612
H 1.5808 3.0617 -2.6551
H 0.6406 4.1539 -1.6274
H 1.1576 2.5663 -1.0054
C 0.7936 1.6216 3.2904
S 1.4648 -0.2255 2.8378
C 2.9726 -0.0555 3.8243
O 2.0523 -0.3783 1.3861
H 1.5996 2.3002 3.6086
H 0.1308 1.3229 4.0947
H 0.2369 2.1129 2.4771
H 2.5692 -0.1821 4.8441
H 3.6715 -0.8987 3.6627
H 3.4934 0.9048 3.6617
```

=====

Entry 3:
Entry from OMol25: a structure of composition C27H46BrNOP2SSr in a non-equilibrium geometry (ωB97M-V/def2-TZVPD).

Results
**Frontier orbital gap (alpha / beta)**: 5.07 / 5.08 eV
**Energy above the lowest of the compared OMol25 structures with the same formula, charge and spin**: 0.420 eV
**Charge**: +2
**E_HOMO (alpha / beta)**: -12.50 / -12.50 eV

XYZ file:
```
80
C27H46BrNOP2SSr ωB97M-V/def2-TZVPD
N -3.9826 -5.9026 -1.9131
C -4.2663 -5.4691 -0.6814
C -4.1607 -4.1203 -0.3081
C -3.6738 -3.1811 -1.2502
C -3.4133 -3.6633 -2.5576
C -3.5797 -5.0271 -2.8376
C -3.4805 -1.7650 -0.9189
Sr -2.6839 0.1455 0.7779
P -1.6225 4.2218 0.6455
C -2.5776 -0.9393 -1.6219
C -1.1281 -1.1099 -1.7040
C -0.3702 -0.2949 -2.5901
C 1.0007 -0.1806 -2.4703
C 1.6839 -0.8955 -1.4595
C 0.9710 -1.8851 -0.7369
C -0.4096 -2.0001 -0.8637
Br 0.6449 0.8337 0.6844
H -4.3317 -1.3105 -0.3396
H -2.9672 -0.1515 -2.2914
H -4.4598 -3.8208 0.6958
H -3.1328 -2.9884 -3.3650
H -4.5929 -6.2307 0.0375
H -3.3709 -5.4020 -3.8458
H -0.9067 0.3256 -3.3151
H -0.9514 -2.7446 -0.2716
H 1.5601 0.5152 -3.1013
H 1.5168 -2.5174 -0.0286
P 3.4344 -0.5536 -1.1072
C -2.8766 2.9366 0.9494
C -4.2453 3.4350 1.4161
H -2.4289 2.2963 1.7470
H -2.9899 2.4374 -0.0423
H -4.8828 2.5888 1.7113
H -4.1611 4.1015 2.2831
H -4.7587 3.9705 0.6089
C -0.7760 3.6958 -0.9216
C 0.2039 4.7649 -1.4079
H -1.5686 3.5115 -1.6644
H -0.2538 2.7392 -0.7019
H 0.5113 4.5524 -2.4375
H -0.2500 5.7636 -1.3995
H 1.1067 4.7920 -0.7859
C -0.2737 3.8111 1.8401
C -0.0557 4.9121 2.8713
H 0.6442 3.6457 1.2591
H -0.4953 2.8519 2.3304
H 0.8364 4.6704 3.4584
H 0.0965 5.8840 2.3881
H -0.9030 4.9879 3.5606
C 3.6843 -0.5968 0.6823
C 4.9738 0.0411 1.1802
H 3.6118 -1.6474 0.9950
H 2.8042 -0.0676 1.0970
H 5.8495 -0.5744 0.9447
H 5.1284 1.0431 0.7660
H 4.9293 0.1446 2.2690
C 3.8627 1.0368 -1.8344
C 4.3813 1.0166 -3.2753
H 4.6112 1.4777 -1.1611
H 2.9557 1.6480 -1.7401
H 5.3935 0.6000 -3.3260
H 3.7404 0.4471 -3.9616
H 4.4478 2.0465 -3.6423
C 4.4371 -1.8240 -1.8883
C 4.4507 -3.1712 -1.1760
H 5.4499 -1.3972 -1.9510
H 4.0528 -1.9190 -2.9158
H 3.5280 -3.7316 -1.3601
H 5.2838 -3.7645 -1.5676
H 4.5891 -3.0766 -0.0933
C -0.2846 -1.4171 3.5653
S -1.5698 -0.3762 4.2976
C -2.6184 -1.6828 4.9760
O -2.3844 0.1512 3.0925
H -0.6799 -2.4372 3.4374
H 0.5615 -1.4193 4.2709
H 0.0392 -0.9782 2.6037
H -2.4460 -1.6788 6.0615
H -3.6691 -1.4611 4.7551
H -2.3427 -2.6687 4.5738
```

=====

charge of number 1 (C27H46AsN3O5SiW)? +2